DFT (the ωB97M-V functional and the def2-TZVPD basis) results for a 2-piece molecular cluster, CH8N2O overall at a distorted geometry.

XYZ file:
```
12
Properties=species:S:1:pos:R:3:forces:R:3
N 0.9803 1.1411 -1.1803 -1.47 -0.79 2.54
C -0.3065 0.5367 -0.7703 1.63 -2.67 1.93
N -0.2973 -0.9401 -1.1447 -6.91 6.73 0.33
H 1.5501 1.5936 -0.4609 -0.66 -0.01 -0.94
H 0.9922 1.4178 -2.1103 0.50 0.97 -1.47
H -0.3761 0.5476 0.4058 0.27 0.29 -2.33
H -1.2704 0.9215 -1.1354 0.67 0.28 -0.25
H -0.6568 -1.2088 -1.9921 -1.21 -0.11 -2.33
H 0.3643 -1.4811 -0.9404 7.21 -4.66 2.58
H -0.7517 -1.0689 2.0550 -0.90 0.59 -0.32
H 0.3069 -1.1121 2.9185 2.64 -1.22 1.32
O -0.3876 -0.5296 2.7696 -1.76 0.60 -1.07
```
Positions in Å, forces in eV/Å.

Calculated values
LUMO level   0.9722 eV
Molecular weight   64.09 u
Charge   0
Orbital gap   9.60 eV
E   -6192.9205 eV
Energy relative to the best compared isomer or geometry (same formula, charge and spin)   34.8 kcal/mol
SMILES string   NCN.O